Computed, not measured: an isolated molecule of C3HF5O3S at a distorted geometry, with the ωB97M-V functional and the def2-TZVPD basis.

Properties
- Gap between HOMO and LUMO (alpha / beta): 7.756 / 8.604 eV
- Multiplicity: 3
- ⟨S²⟩: 2.01
- ΔE to the lowest compared entry with this formula, charge and spin: 36.61 kcal per mole

The geometry in XYZ format:
```
13
Properties=species:S:1:pos:R:3:mulliken_charge:R:1
C 0.1224 0.5661 -0.3318 -0.4953
C -1.0662 -0.2036 0.1316 0.6599
C -2.4153 0.4668 0.2737 0.7187
O 0.1440 1.0474 -1.4210 -0.1880
O -2.1739 -1.5535 -1.9056 -0.4976
O 0.0897 -2.2067 -1.1381 -0.5394
F -0.8135 -0.9158 1.5662 -0.3555
F -2.8180 0.9508 -0.8967 -0.2161
F -2.3884 1.4842 1.1348 -0.2541
F -3.3315 -0.3950 0.6984 -0.2218
F -1.8672 -2.6960 0.2122 -0.1987
S -1.2171 -1.7434 -0.8949 1.1616
H 0.9548 0.6145 0.3897 0.4262
```



Computed, not measured: a 2-piece molecular cluster, C2H3ClFI overall at a distorted geometry, with the ωB97M-V functional and the def2-TZVPD basis.

Properties
- Gap between HOMO and LUMO: 5.972 eV
- ΔE to the lowest compared entry with this formula, charge and spin: 31.90 kcal per mole

The geometry in XYZ format:
```
8
Properties=species:S:1:pos:R:3:mulliken_charge:R:1
C -0.7367 -0.4678 0.1330 -0.8109
C 0.1074 0.6810 -0.2356 0.3613
F 0.2315 0.9430 -1.5327 -0.1303
Cl 0.3200 2.0186 0.7570 -0.0092
I 2.9454 -0.8977 0.2404 -0.3902
H -1.7962 -0.2214 -0.0141 0.3510
H -0.4996 -1.3107 -0.5153 0.3005
H -0.5719 -0.7450 1.1672 0.3277
```



Computed, not measured: C6H19O11Zn as an isolated structure at a distorted geometry, with the ωB97M-V functional and the def2-TZVPD basis.

Properties
- Gap between HOMO and LUMO (alpha / beta): 6.643 / 3.918 eV
- Multiplicity: 2
- ⟨S²⟩: 0.76

The geometry in XYZ format:
```
37
Properties=species:S:1:pos:R:3:mulliken_charge:R:1
Zn 0.0015 -0.8031 0.0968 1.3587
C -2.8560 2.3730 -1.0622 -1.2639
C -1.4757 1.6694 -1.1674 0.7431
O -0.6110 2.0661 -1.9641 -0.6331
O -1.1992 0.7387 -0.4138 -0.6694
H -2.7855 3.4606 -1.0549 0.3303
H -3.5484 2.0441 -0.2873 0.2949
H -3.4038 2.0624 -1.9519 0.3605
C 3.5538 -0.8016 -2.3289 -1.1124
C 2.2996 0.0072 -2.2457 0.7046
O 1.4943 -0.2050 -1.3267 -0.5084
O 2.1507 0.9966 -2.9861 -0.2256
H 3.2149 -1.7915 -2.0233 0.2693
H 4.3221 -0.5388 -1.6017 0.2870
H 4.0930 -0.8680 -3.2739 0.3824
C 0.0074 0.2526 3.9000 -0.7730
C 0.8994 0.7510 2.7460 0.4749
O 1.6178 1.7859 2.9054 -0.6715
O 0.8498 0.1762 1.6623 -0.4050
H 0.4675 -0.4603 4.5843 0.2709
H -0.8944 -0.1846 3.4714 0.0167
H -0.4480 1.0572 4.4775 0.3235
O -1.4922 -1.4533 1.3267 -0.3464
H -1.6134 -2.2824 1.7894 0.2336
H -2.0246 -0.8257 1.8154 0.2508
O 1.2739 -2.3714 0.7084 -0.3312
H 2.1869 -2.3245 0.9920 0.2611
H 0.9991 -3.2611 0.9302 0.2383
O -3.6624 -0.7848 -0.9054 -0.6136
H -3.8095 -1.4658 -0.2490 0.3204
H -2.8625 -0.3441 -0.6188 0.2716
O 1.9355 2.5288 0.0944 -0.6294
H 1.3164 1.8010 0.1511 0.1885
H 1.9422 2.7665 -0.8328 0.3307
O -0.6817 -1.9010 -1.3973 -0.3381
H -1.1525 -1.3945 -2.0591 0.3313
H -0.1048 -2.4757 -1.9005 0.2778
```